1.
Computed, not measured: an isolated molecule of C4H7NO2, with ωB97M-V/def2-TZVPD.

XYZ file:
```
14
C4H7NO2, DFT ωB97M-V/def2-TZVPD
C -1.44605 -0.75028 0.54994
C -0.52431 -0.30319 -0.57162
C 0.04926 1.11157 -0.37277
N 1.25852 0.77755 0.34995
C 1.67782 -0.49676 0.02418
O 2.75191 -0.99623 0.23018
O 0.64350 -1.14107 -0.58363
H -0.97288 -0.57480 1.52161
H -1.65300 -1.82032 0.46054
H -2.39466 -0.20395 0.51671
H -1.00576 -0.41435 -1.54630
H -0.61994 1.74516 0.21838
H 0.25673 1.60647 -1.33305
H 1.97884 1.46023 0.53588
```

Results
relative energy (zero: lowest compared OMol25 entry of this formula, charge and spin) = 0.3 kcal/mol
gap between HOMO and LUMO = 10.86 eV
E = -361.88037 a.u.
net charge = 0
LUMO = 0.77 eV

Results of the Löwdin charge analysis, in e, for atoms 1 through 6: -0.036, -0.330, -0.126, 0.089, -0.559, 0.109



2.
Computed, not measured: an isolated molecule of C4H7NO2, with ωB97M-V/def2-TZVPD.

XYZ file:
```
14
C4H7NO2, DFT ωB97M-V/def2-TZVPD
O 0.68071 -0.21030 -1.71163
C 0.93637 0.12277 -0.36060
C 0.53893 -0.86635 0.75430
N -0.28931 0.16942 1.43823
C -0.04473 1.09890 0.25424
C -1.35971 0.49086 0.49760
O -1.91958 -0.45134 -0.34280
H 1.39271 -0.78947 -2.01665
H 1.96382 0.48261 -0.23316
H 1.35838 -1.19352 1.39674
H -0.04695 -1.72527 0.41368
H 0.13504 2.16554 0.35730
H -2.10935 1.12085 0.97260
H -1.41289 -0.43385 -1.16785
```

Results
relative energy (zero: lowest compared OMol25 entry of this formula, charge and spin) = 69.4 kcal/mol
gap between HOMO and LUMO = 9.99 eV
E = -361.77033 a.u.
net charge = 0
LUMO = 0.61 eV

Results of the Löwdin charge analysis, in e, for atoms 1 through 6: -0.020, -0.318, -0.110, 0.045, -0.128, -0.345



3.
Computed, not measured: an isolated molecule of C4H7NO2, with ωB97M-V/def2-TZVPD.

XYZ file:
```
14
C4H7NO2, DFT ωB97M-V/def2-TZVPD
O 0.23320 -0.04023 2.09881
C -0.23636 -0.15772 0.76525
C 0.55517 0.82556 -0.08612
N 0.31642 0.59532 -1.51622
C -0.76392 0.83934 -2.21986
C -0.01144 -1.60080 0.31298
O 0.93807 -1.95415 -0.34110
H -0.47843 -0.24485 2.71566
H -1.30946 0.07710 0.69666
H 1.61914 0.70159 0.13104
H 0.26340 1.84792 0.16909
H 1.07148 0.10123 -1.98128
H -1.47707 1.32384 -1.50815
H -0.76753 -2.33462 0.66244
```

Results
relative energy (zero: lowest compared OMol25 entry of this formula, charge and spin) = 87.1 kcal/mol
gap between HOMO and LUMO = 8.69 eV
E = -361.74202 a.u.
net charge = 0
LUMO = 0.29 eV

Results of the Löwdin charge analysis, in e, for atoms 1 through 6: -0.007, -0.356, -0.145, -0.135, 0.005, -0.184



4.
Computed, not measured: an isolated molecule of C4H7NO2 at a distorted geometry, with ωB97M-V/def2-TZVPD.

XYZ file:
```
14
C4H7NO2, DFT ωB97M-V/def2-TZVPD
O 0.16580 2.36151 1.13026
C -0.12434 1.21534 0.89462
C -1.24174 0.61316 0.12705
C -0.30190 -0.00867 -1.18251
O -0.69991 -1.01365 -1.91044
C 0.70290 -0.79924 -0.44446
N 0.96195 0.16635 1.08454
H -2.10191 1.31504 0.00077
H -1.57206 -0.36354 0.52148
H 0.11376 0.87965 -1.69748
H 0.23070 -1.64732 0.03315
H 1.61933 -1.07028 -0.98340
H 1.83116 0.66424 1.27518
H 0.79254 -0.55665 1.79158
```

Results
relative energy (zero: lowest compared OMol25 entry of this formula, charge and spin) = 96.3 kcal/mol
gap between HOMO and LUMO (alpha / beta) = 8.38 / 8.38 eV
E = -361.72746 a.u.
net charge = 0
LUMO (alpha / beta) = 0.18 / 0.18 eV

Results of the Löwdin charge analysis, in e, for atoms 1 through 6: 0.108, -0.437, -0.009, -0.556, -0.137, 0.015



5.
Computed, not measured: a cluster of 2 separate species, C4H7NO2 in total, with ωB97M-V/def2-TZVPD.

XYZ file:
```
14
C4H7NO2, DFT ωB97M-V/def2-TZVPD
N 0.54329 2.46620 1.15044
C -0.20970 1.33513 1.18990
O -0.40270 0.62716 2.15614
C 0.89636 0.07293 -1.16359
C 0.78584 -1.32852 -0.93125
C -0.50389 -1.71630 -0.24886
O -0.24487 -2.14308 -1.54256
H 1.12613 2.64752 1.95616
H 0.93087 2.71368 0.25016
H 0.05825 0.35748 -1.83181
H -0.69001 1.13741 0.21270
H 1.65391 -1.90198 -0.61015
H -1.31446 -1.00040 -0.11358
H -0.39634 -2.44701 0.55278
```

Results
relative energy (zero: lowest compared OMol25 entry of this formula, charge and spin) = 129.8 kcal/mol
gap between HOMO and LUMO = 8.61 eV
E = -361.67396 a.u.
net charge = 0
LUMO = -0.74 eV

Results of the Löwdin charge analysis, in e, for atoms 1 through 6: 0.120, -0.464, 0.014, 0.164, -0.379, -0.117



6.
Computed, not measured: a cluster of 2 separate species, C4H7NO2 in total at a distorted geometry, with ωB97M-V/def2-TZVPD.

XYZ file:
```
14
C4H7NO2, DFT ωB97M-V/def2-TZVPD
C 0.88128 -1.65289 0.48793
N 1.67387 -1.23279 1.42451
O 1.91785 -1.64007 2.53877
O 2.46328 -0.07676 0.93976
H 0.10215 -2.47348 0.52113
H 0.98139 -1.03442 -0.47702
H 2.71239 0.16340 1.90138
C -0.46171 0.66636 -2.43968
C -0.82390 0.90223 -1.31248
C -1.14117 1.00328 0.09177
H -0.20212 0.52271 -3.49689
H -2.22878 1.07179 0.23267
H -0.95699 1.94224 0.49305
H -0.69899 0.13208 0.62010
```

Results
relative energy (zero: lowest compared OMol25 entry of this formula, charge and spin) = 159.6 kcal/mol
gap between HOMO and LUMO = 10.28 eV
E = -361.62654 a.u.
net charge = 0
LUMO = 0.79 eV

Results of the Löwdin charge analysis, in e, for atoms 1 through 6: 0.039, -0.403, 0.003, 0.001, 0.121, 0.102